Molecular formula: C4H8OS
Method: DFT, the ωB97M-V functional and the def2-TZVPD basis

ORCA input file:
```
! RIJCOSX wB97M-V def2-TZVPD def2/J DEFGRID3
* xyz 0 1
C 0.190 -0.022 -2.032
C 0.662 -0.202 -0.696
C -0.510 -0.368 0.318
O -1.623 -0.637 -0.021
C 0.034 -0.109 1.672
S -0.096 1.521 2.120
H -0.883 -0.404 -1.836
H -0.034 0.998 -2.466
H 0.642 -0.631 -2.752
H 1.279 0.663 -0.265
H 1.252 -1.121 -0.451
H 1.021 -0.596 1.519
H -0.572 -0.690 2.379
H -1.362 1.600 2.512
*
```

Summary:
highest occupied orbital energy: -9.1405 eV
total energy: -630.5820 Eh
energy above the lowest of the compared OMol25 structures with the same formula, charge and spin: 33.2 kcal per mole
M: 104.17 g/mol



Molecular formula: C5H13NO
Method: DFT, the ωB97M-V functional and the def2-TZVPD basis

ORCA input file:
```
! RIJCOSX wB97M-V def2-TZVPD def2/J DEFGRID3
* xyz 0 1
N -1.713 1.855 -0.820
C -0.280 1.628 -0.833
C 0.090 0.226 -1.355
C -0.547 -0.932 -0.565
C -0.489 -0.826 0.959
C 0.899 -0.717 1.632
O 1.910 -1.350 0.834
H -2.212 1.738 0.043
H -2.283 2.098 -1.591
H 0.115 2.413 -1.486
H 0.170 1.752 0.143
H -0.081 0.107 -2.425
H 1.173 0.083 -1.228
H -1.574 -1.171 -0.858
H -0.041 -1.842 -0.892
H -0.990 0.071 1.319
H -0.939 -1.728 1.368
H 1.205 0.291 1.905
H 0.837 -1.269 2.575
H 2.727 -0.867 0.988
*
```

Summary:
highest occupied orbital energy: -8.5061 eV
total energy: -328.2685 Eh
energy above the lowest of the compared OMol25 structures with the same formula, charge and spin: 31.6 kcal per mole
M: 103.16 g/mol



Molecular formula: C6H8S
Method: DFT, the ωB97M-V functional and the def2-TZVPD basis

ORCA input file:
```
! RIJCOSX wB97M-V def2-TZVPD def2/J DEFGRID3
* xyz 0 1
C -0.884 -1.419 -1.028
C -0.321 -0.244 -0.335
C 0.888 0.234 -0.804
C 1.350 1.202 -0.059
C 0.368 1.545 1.025
C -0.833 0.560 0.764
S -1.770 1.337 -0.620
H -0.574 -2.343 -0.585
H -0.378 -1.429 -2.001
H -2.025 -1.402 -1.131
H 1.378 -0.258 -1.627
H 2.177 1.744 -0.367
H 0.750 1.262 2.048
H 0.058 2.556 1.003
H -1.475 0.151 1.482
*
```

Summary:
highest occupied orbital energy: -8.0971 eV
total energy: -631.5270 Eh
energy above the lowest of the compared OMol25 structures with the same formula, charge and spin: 40.3 kcal per mole
M: 112.20 g/mol



Molecular formula: C5H7NS
Method: DFT, the ωB97M-V functional and the def2-TZVPD basis

ORCA input file:
```
! RIJCOSX wB97M-V def2-TZVPD def2/J DEFGRID3
* xyz 0 1
C 2.351 0.351 -0.046
C 0.975 -0.149 -0.297
N 0.189 0.580 -0.936
C -1.180 0.173 -0.931
C -1.824 0.015 0.498
C -1.478 -1.156 -0.381
S 0.494 -1.637 0.409
H 2.702 -0.141 0.883
H 2.396 1.417 0.239
H 2.973 0.115 -0.919
H -1.757 0.328 -1.873
H -1.469 0.242 1.435
H -2.900 0.123 0.529
H -2.176 -1.885 -0.644
*
```

Summary:
highest occupied orbital energy: -8.6657 eV
total energy: -647.5651 Eh
energy above the lowest of the compared OMol25 structures with the same formula, charge and spin: 57.7 kcal per mole
M: 113.18 g/mol



Molecular formula: C3H7NO2
Method: DFT, the ωB97M-V functional and the def2-TZVPD basis

ORCA input file:
```
! RIJCOSX wB97M-V def2-TZVPD def2/J DEFGRID3
* xyz 0 1
C 2.086 0.188 -0.101
N 0.722 -0.247 -0.200
C -0.150 0.170 0.609
O -0.315 1.014 1.567
C -1.601 0.027 0.642
O -2.420 0.511 -0.261
H 2.389 0.620 -1.061
H 2.233 0.923 0.696
H 2.715 -0.690 0.080
H -0.425 -1.221 -1.124
H -2.117 -0.377 1.501
H -1.139 -1.480 -1.222
H -1.977 0.562 -1.127
*
```

Summary:
highest occupied orbital energy: -9.5984 eV
total energy: -323.6142 Eh
energy above the lowest of the compared OMol25 structures with the same formula, charge and spin: 104.6 kcal per mole
M: 89.09 g/mol



Molecular formula: C30H31Br54ClFNO3
Method: DFT, the ωB97M-V functional and the def2-TZVPD basis

ORCA input file:
```
! RIJCOSX wB97M-V def2-TZVPD def2/J DEFGRID3
* xyz 0 1
C 0.849 -0.926 -0.185
C 0.444 0.130 -1.313
C -0.150 1.511 -0.707
Cl 0.910 2.267 0.574
C -1.671 1.294 -0.294
C -2.594 1.071 -1.361
C -4.136 0.788 -1.155
O -4.875 0.883 -2.170
C -4.637 0.417 0.296
C -6.093 -0.199 0.633
C -6.386 -1.307 -0.488
C -7.456 -0.858 -1.593
N -7.821 0.565 -1.675
O -7.992 -1.690 -2.376
C -3.733 0.644 1.363
F -4.157 0.340 2.695
C -2.263 1.274 1.169
O -1.731 1.730 2.197
H -0.101 -1.510 0.080
H 1.255 -0.455 0.768
H 1.574 -1.674 -0.665
H 1.322 0.452 -1.988
H -0.324 -0.376 -1.997
H -0.154 2.241 -1.595
H -2.189 1.100 -2.435
H -6.890 0.605 0.727
H -6.082 -0.757 1.640
H -6.742 -2.277 0.020
H -5.448 -1.617 -1.078
H -8.725 0.743 -1.214
H -7.815 0.904 -2.645
C 1.349 0.634 4.371
Br 0.847 0.936 6.220
Br 3.053 1.458 3.950
Br 1.321 -1.251 3.916
H 0.597 1.122 3.752
C 1.840 2.033 -5.121
Br 3.597 1.567 -4.448
Br 0.792 0.460 -5.548
Br 0.896 3.220 -3.912
H 1.989 2.579 -6.051
C 0.574 2.081 -9.594
Br 2.335 1.616 -8.924
Br -0.474 0.507 -10.027
Br -0.371 3.263 -8.382
H 0.722 2.629 -10.523
C 7.119 3.307 3.740
Br 6.275 1.969 2.619
Br 8.915 3.723 3.139
Br 6.026 4.901 3.905
H 7.208 2.878 4.736
C 9.452 0.025 -0.016
Br 7.644 0.312 -0.657
Br 10.563 1.594 -0.265
Br 9.476 -0.592 1.823
H 9.882 -0.769 -0.623
C 2.196 -2.766 -11.008
Br 2.091 -2.193 -9.157
Br 0.977 -4.228 -11.379
Br 1.944 -1.287 -12.238
H 3.204 -3.143 -11.167
C -6.181 0.523 5.495
Br -4.499 0.005 6.307
Br -7.283 -1.019 5.076
Br -7.137 1.816 6.578
H -5.943 1.010 4.552
C 2.202 0.694 10.280
Br 0.402 0.939 9.604
Br 3.277 2.292 10.056
Br 2.207 0.073 12.117
H 2.662 -0.086 9.679
C 13.954 3.069 -2.632
Br 15.689 2.594 -1.906
Br 12.886 1.501 -3.030
Br 13.007 4.311 -1.483
H 14.133 3.580 -3.575
C 4.362 -3.059 0.312
Br 4.447 -1.405 -0.697
Br 4.642 -2.764 2.208
Br 2.722 -4.036 -0.034
H 5.180 -3.685 -0.037
C -11.816 -2.264 -1.608
Br -11.789 -0.571 -2.552
Br -11.473 -2.037 0.288
Br -13.458 -3.243 -1.932
H -11.002 -2.865 -2.009
C -0.863 -5.192 2.437
Br -0.885 -6.215 0.790
Br 0.934 -4.662 2.934
Br -2.058 -3.666 2.354
H -1.231 -5.846 3.222
C -4.599 -6.200 4.655
Br -4.611 -7.250 3.024
Br -2.801 -5.708 5.183
Br -5.751 -4.647 4.519
H -5.002 -6.832 5.444
C 5.807 -0.847 9.538
Br 6.849 0.728 9.978
Br 4.572 -0.511 8.080
Br 6.936 -2.382 9.185
H 5.207 -1.087 10.415
C -3.936 4.723 -6.025
Br -4.629 3.204 -5.038
Br -2.161 5.221 -5.426
Br -3.992 4.427 -7.941
H -4.592 5.566 -5.814
C -12.431 0.705 -6.554
Br -11.894 2.116 -5.336
Br -12.451 1.311 -8.396
Br -11.349 -0.888 -6.331
H -13.453 0.435 -6.297
C 6.490 -6.144 -2.577
Br 6.569 -4.484 -3.576
Br 6.775 -5.856 -0.681
Br 4.845 -7.113 -2.918
H 7.307 -6.769 -2.931
C 5.450 7.195 6.928
Br 4.206 7.186 8.415
Br 4.862 8.374 5.504
Br 7.257 7.603 7.500
H 5.465 6.186 6.519
*
```

Summary:
highest occupied orbital energy: -9.6369 eV
total energy: -140998.6902 Eh
M: 4822.85 g/mol



Molecular formula: C36H23F9MnN4O4PSe
Method: DFT, the ωB97M-V functional and the def2-TZVPD basis

ORCA input file:
```
! RIJCOSX wB97M-V def2-TZVPD def2/J DEFGRID3
* xyz 0 5
Mn 0.295 0.183 0.103
O 0.898 -4.612 -2.232
C 0.077 -4.845 -1.198
C -0.498 -6.117 -1.122
C -1.350 -6.437 -0.089
C -1.655 -5.507 0.907
C -1.100 -4.250 0.834
C -0.235 -3.893 -0.211
C 0.256 -2.510 -0.251
O -0.276 -1.653 0.542
N 1.188 -2.214 -1.182
N 1.537 -0.893 -1.092
C 1.955 -0.208 -2.067
C 2.033 1.282 -1.836
C 2.659 2.142 -2.703
C 2.854 3.464 -2.304
C 2.451 3.856 -1.046
C 1.763 2.940 -0.259
N 1.508 1.711 -0.680
H 1.245 -3.694 -2.143
H -0.253 -6.832 -1.895
H -1.787 -7.427 -0.053
H -2.323 -5.765 1.716
H -1.316 -3.507 1.589
H 2.265 -0.694 -2.990
H 3.011 1.780 -3.660
H 3.338 4.168 -2.969
H 2.642 4.852 -0.674
H 1.383 3.195 0.724
O -2.401 -0.449 -2.882
C -1.763 -0.676 -1.886
O -0.905 0.193 -1.377
H -1.783 -1.661 -1.400
Se 2.054 0.357 4.552
C 1.597 0.289 2.853
N 1.274 0.270 1.726
F -2.273 6.006 6.151
C -1.246 6.059 5.282
F -1.268 7.289 4.733
F -0.114 5.959 5.993
C -1.357 4.991 4.228
C -2.417 5.055 3.325
C -2.524 4.112 2.323
C -1.572 3.094 2.209
C -0.540 3.026 3.134
C -0.429 3.973 4.149
P -1.624 1.851 0.856
C -2.048 2.915 -0.568
C -1.397 4.144 -0.706
C -1.525 4.885 -1.867
C -2.315 4.405 -2.905
C -2.995 3.209 -2.769
C -2.860 2.469 -1.602
C -2.361 5.178 -4.193
F -2.553 6.494 -3.978
F -3.337 4.757 -5.010
F -1.198 5.066 -4.869
C -3.114 0.898 1.298
C -2.903 -0.250 2.063
C -3.979 -0.978 2.538
C -5.271 -0.566 2.245
C -5.494 0.565 1.479
C -4.414 1.298 1.008
C -6.419 -1.381 2.778
F -6.421 -1.401 4.124
F -7.610 -0.907 2.383
F -6.341 -2.661 2.370
H -3.151 5.847 3.407
H -3.347 4.174 1.621
H 0.190 2.231 3.086
H 0.380 3.908 4.862
H -0.791 4.537 0.103
H -1.007 5.830 -1.971
H -3.609 2.832 -3.574
H -3.367 1.517 -1.538
H -1.895 -0.583 2.282
H -3.815 -1.870 3.129
H -6.504 0.873 1.249
H -4.598 2.178 0.406
*
```

Summary:
highest occupied orbital energy (spin up / spin down): -8.4966 / -8.5288 eV
total energy: -6698.3709 Eh
energy above the lowest of the compared OMol25 structures with the same formula, charge and spin: 11.8 kcal per mole
M: 911.46 g/mol



Molecular formula: C20H51FN7O6P2
Method: DFT, the ωB97M-V functional and the def2-TZVPD basis

ORCA input file:
```
! RIJCOSX wB97M-V def2-TZVPD def2/J DEFGRID3
* xyz 1 1
C -0.847 4.273 5.633
C 0.349 4.938 4.810
F 0.660 6.285 5.244
C 1.708 4.068 4.731
O 2.790 5.039 4.534
C 2.085 3.264 6.068
O 2.145 1.810 5.905
C 0.997 1.338 5.161
C 1.026 -0.289 5.231
C 0.298 -0.952 3.950
O 0.925 -1.702 3.161
O -1.088 -0.672 3.636
C 1.082 1.859 3.648
N 1.686 3.228 3.483
H -1.726 5.024 5.587
H -1.257 3.307 5.156
H -0.632 4.129 6.750
H -0.043 5.070 3.726
H 2.727 5.293 3.579
H 3.154 3.577 6.377
H 1.422 3.490 6.967
H 0.057 1.654 5.728
H 2.069 -0.708 5.417
H 0.384 -0.603 6.138
H -1.103 -0.119 2.813
H 0.046 1.770 3.147
H 1.756 1.136 3.046
H 1.251 3.697 2.662
H 2.686 3.079 3.216
O 0.066 -2.941 -2.174
P -0.966 -3.568 -1.217
N 0.212 -4.478 -0.388
C 0.475 -5.897 -0.471
C 1.283 -3.747 0.279
N -1.727 -4.496 -2.449
C -1.862 -5.941 -2.488
C -1.662 -3.982 -3.817
N -2.193 -4.225 -0.112
C -3.514 -3.595 -0.353
C -1.940 -4.076 1.333
H -0.426 -6.487 -0.299
H 1.167 -6.231 0.308
H 0.914 -6.166 -1.437
H 1.000 -3.525 1.314
H 1.496 -2.793 -0.213
H 2.226 -4.300 0.298
H -0.933 -6.426 -2.803
H -2.643 -6.239 -3.197
H -2.186 -6.356 -1.533
H -0.701 -4.219 -4.287
H -1.804 -2.900 -3.834
H -2.459 -4.402 -4.439
H -3.487 -2.521 -0.132
H -4.287 -4.063 0.262
H -3.839 -3.711 -1.388
H -1.690 -3.042 1.592
H -1.135 -4.729 1.674
H -2.814 -4.378 1.918
O 0.846 2.921 -1.683
P 0.402 2.729 -3.149
N -0.752 1.538 -2.755
C -0.674 0.109 -2.971
C -1.832 1.905 -1.847
N 1.893 2.032 -3.645
C 2.082 0.716 -4.230
C 3.092 2.402 -2.897
N -0.103 2.603 -4.848
C 0.582 3.622 -5.681
C -1.542 2.759 -5.132
H -0.444 -0.134 -4.009
H -1.631 -0.388 -2.786
H 0.066 -0.353 -2.311
H -2.695 2.274 -2.414
H -1.535 2.698 -1.153
H -2.169 1.067 -1.230
H 2.053 -0.072 -3.471
H 3.053 0.650 -4.732
H 1.354 0.497 -5.011
H 3.177 1.827 -1.968
H 3.085 3.466 -2.651
H 3.998 2.234 -3.488
H 0.295 4.636 -5.382
H 0.343 3.485 -6.739
H 1.668 3.549 -5.604
H -1.946 3.664 -4.669
H -2.119 1.899 -4.789
H -1.726 2.810 -6.209
*
```

Summary:
highest occupied orbital energy: -9.2576 eV
total energy: -2409.4161 Eh
M: 566.62 g/mol



Molecular formula: C43H48AsF6N6O6P2Si2V
Method: DFT, the ωB97M-V functional and the def2-TZVPD basis

ORCA input file:
```
! RIJCOSX wB97M-V def2-TZVPD def2/J DEFGRID3
* xyz 0 1
V -0.683 0.966 -0.719
C -4.449 2.698 -1.152
Si -3.866 1.629 0.226
C -5.261 0.585 0.881
C -3.354 2.774 1.606
N -2.417 0.639 -0.129
P -2.027 -0.932 0.129
C -0.297 -0.778 -0.246
P 1.069 -1.648 0.573
N 2.034 -0.866 1.452
Si 2.534 0.213 2.657
C 3.983 -0.679 3.445
C 3.160 1.833 1.962
C 1.303 0.534 4.031
C 1.927 -2.413 -0.832
C 2.895 -3.384 -0.560
C 3.654 -3.918 -1.593
C 3.459 -3.475 -2.900
C 2.505 -2.504 -3.176
C 1.738 -1.970 -2.142
C 0.423 -3.091 1.478
C 0.056 -4.262 0.814
C -0.276 -5.402 1.535
C -0.249 -5.376 2.922
C 0.102 -4.207 3.591
C 0.447 -3.068 2.871
C -2.802 -2.120 -0.955
C -4.190 -2.264 -0.942
C -4.802 -3.081 -1.874
C -4.033 -3.746 -2.823
C -2.651 -3.633 -2.810
C -2.031 -2.821 -1.872
C -2.371 -1.435 1.811
C -2.035 -0.526 2.821
C -2.240 -0.864 4.148
C -2.760 -2.112 4.466
C -3.069 -3.024 3.464
C -2.876 -2.692 2.129
H -5.402 3.157 -0.851
H -4.615 2.155 -2.077
H -3.723 3.491 -1.344
H -5.918 1.255 1.452
H -4.933 -0.213 1.558
H -5.861 0.148 0.074
H -4.258 3.279 1.981
H -2.683 3.550 1.226
H -2.875 2.267 2.450
H 4.718 -0.971 2.684
H 3.641 -1.593 3.951
H 4.499 -0.054 4.193
H 4.251 1.800 1.833
H 2.917 2.683 2.616
H 2.716 2.013 0.984
H 1.203 -0.334 4.695
H 0.310 0.784 3.633
H 1.643 1.384 4.638
H 3.051 -3.706 0.466
H 4.397 -4.679 -1.382
H 4.057 -3.888 -3.707
H 2.351 -2.161 -4.195
H 1.004 -1.199 -2.352
H 0.040 -4.286 -0.273
H -0.537 -6.317 1.014
H -0.499 -6.268 3.489
H 0.127 -4.188 4.676
H 0.755 -2.157 3.375
H -4.783 -1.717 -0.219
H -5.881 -3.187 -1.876
H -4.517 -4.353 -3.580
H -2.055 -4.158 -3.546
H -0.954 -2.722 -1.864
H -1.605 0.433 2.546
H -1.985 -0.159 4.934
H -2.915 -2.385 5.505
H -3.461 -4.001 3.720
H -3.115 -3.398 1.346
O -0.037 1.489 0.948
N 0.322 2.731 1.265
N -0.111 3.597 0.462
O -0.885 3.348 -0.535
C 0.369 4.964 0.657
C 0.645 5.700 -0.478
C 1.180 6.971 -0.322
C 1.412 7.482 0.949
C 1.103 6.725 2.076
C 0.582 5.450 1.934
H 0.461 5.268 -1.452
H 1.417 7.565 -1.197
H 1.844 8.470 1.064
H 1.268 7.136 3.065
H 0.333 4.840 2.792
C 5.324 -0.769 -1.463
C 4.366 0.096 -2.213
N 3.246 0.575 -1.742
C 2.723 1.374 -2.730
C 3.531 1.384 -3.817
N 4.582 0.566 -3.480
C 3.439 2.032 -5.162
O 4.332 3.028 -5.366
O 2.694 1.690 -6.023
C 1.543 2.205 -2.420
O 1.448 3.349 -2.717
O 0.583 1.537 -1.668
H 4.840 -1.076 -0.539
H 6.234 -0.212 -1.220
H 5.604 -1.654 -2.037
H 5.338 0.310 -4.087
H 4.752 3.276 -4.535
F -1.877 2.031 -2.715
As -2.328 0.682 -3.762
F -3.562 1.611 -4.470
F -3.438 0.109 -2.587
F -2.726 -0.696 -4.685
F -1.031 -0.236 -2.934
F -1.177 1.170 -4.917
*
```

Summary:
highest occupied orbital energy (spin up / spin down): -8.6990 / -8.6988 eV
total energy: -7488.2471 Eh
energy above the lowest of the compared OMol25 structures with the same formula, charge and spin: 23.0 kcal per mole
M: 1102.87 g/mol



Molecular formula: C4H4NO2
Method: DFT, the ωB97M-V functional and the def2-TZVPD basis

ORCA input file:
```
! RIJCOSX wB97M-V def2-TZVPD def2/J DEFGRID3
* xyz -1 1
C 1.842 -0.291 0.052
C 1.971 0.832 0.539
C 1.527 -1.471 -0.488
C -1.974 0.538 0.559
N -2.549 0.736 -0.519
O 1.357 -2.570 0.054
O 2.190 1.918 0.958
H 1.374 -1.355 -1.640
H -2.767 0.554 1.430
H -0.932 0.339 0.528
H -2.039 0.770 -1.473
*
```

Summary:
highest occupied orbital energy: -3.5631 eV
total energy: -360.0032 Eh
energy above the lowest of the compared OMol25 structures with the same formula, charge and spin: 83.2 kcal per mole
M: 98.08 g/mol